A:
# CH2N2OS

A 2-piece molecular cluster, CH2N2OS overall (ωB97M-V with the def2-TZVPD basis set, the OMol25 dataset).

```
! RIJCOSX wB97M-V def2-TZVPD def2/J DEFGRID3
* xyz 0 1
N 1.3006 2.1937 -4.2148
N 1.9266 2.2470 -3.3077
O 2.7644 2.1506 -2.5197
C 0.0266 -1.4942 -1.7219
S 0.2534 0.0887 -1.7887
H -0.5336 -2.0870 -1.0202
H 0.1975 -2.1210 -2.6580
*
```

Calculated values
LUMO energy ... -0.0206 Ha

B:
# CH2N2OS

One molecule with the formula CH2N2OS (ωB97M-V with the def2-TZVPD basis set, the OMol25 dataset).

```
! RIJCOSX wB97M-V def2-TZVPD def2/J DEFGRID3
* xyz 0 1
N -2.4236 0.8126 -0.1114
C -1.4082 0.3288 0.0364
S 0.2797 -0.4348 0.1225
N 1.0120 0.7203 -0.4741
O 0.2774 -1.8354 -0.1893
H 0.3955 -0.3448 1.4452
H 1.8673 0.7533 -0.8293
*
```

Calculated values
LUMO energy ... 0.0056 Ha

A is preferred energetically. Next in line: 14.7 kcal/mol higher.

A:
# C3H7N3S2

C3H7N3S2 as an isolated structure (ωB97M-V with the def2-TZVPD basis set, the OMol25 dataset).

```
! RIJCOSX wB97M-V def2-TZVPD def2/J DEFGRID3
* xyz 0 1
C -0.5494 1.6470 2.1183
C 0.0872 -0.2010 -0.1653
C 1.2315 -1.1753 -0.3545
H -0.7157 0.6759 2.6207
H -0.2807 2.6005 2.6805
H -1.5555 2.0118 1.4856
H 2.4696 -0.7636 0.0087
H 1.8436 -3.9348 -1.9414
H -2.4559 0.8205 -1.9421
H -1.2423 1.6705 -0.9464
N 0.8291 -2.2294 -1.1043
N -0.8972 -0.2351 -1.0103
N -1.7607 0.7794 -1.0609
S 0.5445 1.2651 0.7554
S 2.4519 -2.9316 -1.1440
*
```

Calculated values
LUMO energy ... -0.0037 Ha

B:
# C3H7N3S2

One molecule with the formula C3H7N3S2 (ωB97M-V with the def2-TZVPD basis set, the OMol25 dataset).

```
! RIJCOSX wB97M-V def2-TZVPD def2/J DEFGRID3
* xyz 0 1
C 1.2825 1.3286 1.1490
N 2.1194 0.3583 0.4788
C 1.6568 -0.5070 -0.3737
N 0.3230 -0.6818 -0.7262
C -0.7765 -0.7558 0.1203
S -0.5787 -1.0367 1.7430
N -2.0065 -0.8454 -0.3536
S -2.3414 -0.5810 -2.0293
H 0.7451 0.7542 2.0062
H 1.9417 2.0489 1.4064
H 0.4854 1.7392 0.3198
H 2.3637 -1.2439 -0.7230
H 0.1665 -0.4533 -1.6891
H -2.5719 -0.9263 0.4782
H -2.8090 0.8018 -1.8068
*
```

Calculated values
LUMO energy ... 0.0051 Ha

B is preferred energetically. Next in line: 72.0 kcal/mol higher.